Record 1
C50H28AsF3N8S4SbTc | wB97M-V/def2-TZVPD

Output
Kohn-Sham gap, eV: 4.1
Relative energy (zero: lowest compared OMol25 entry of this formula, charge and spin), kcal/mol: 17.96
E_HOMO, eV: -12.33

```
! wB97M-V def2-TZVPD RIJCOSX def2/J DEFGRID3
* xyz 2 1
Tc 1.265 0.103 -1.220
C 3.982 4.744 2.243
C 2.898 5.489 1.787
C 2.072 5.013 0.766
C 2.372 3.775 0.246
C 1.698 2.974 -0.780
N 0.735 3.399 -1.560
C 0.035 2.626 -2.354
C -0.775 3.097 -3.490
C -0.951 4.341 -4.037
C -1.786 4.429 -5.162
C -2.399 3.304 -5.688
C -2.192 2.034 -5.126
C -1.372 1.966 -4.032
C -0.893 0.827 -3.228
N -1.235 -0.429 -3.419
C -0.585 -1.444 -2.906
N 0.684 -1.408 -2.369
C 1.066 -2.699 -2.024
N 2.257 -3.062 -1.629
C 3.184 -2.234 -1.200
N 2.934 -0.993 -0.685
C 4.138 -0.422 -0.390
N 4.303 0.791 0.097
C 3.416 1.742 0.002
N 2.322 1.740 -0.854
C 3.448 3.026 0.711
C 4.278 3.490 1.705
C 5.236 -1.358 -0.695
C 6.598 -1.224 -0.635
C 7.365 -2.299 -1.107
C 6.767 -3.439 -1.615
C 5.369 -3.560 -1.675
C 4.634 -2.502 -1.205
C -0.069 -3.593 -2.271
C -0.232 -4.938 -2.033
C -1.465 -5.498 -2.375
C -2.476 -4.725 -2.938
C -2.294 -3.364 -3.183
C -1.080 -2.820 -2.835
N -0.083 1.271 -2.231
H 4.603 5.142 3.036
H 2.693 6.454 2.234
H 1.230 5.589 0.399
H -0.457 5.215 -3.629
H -1.945 5.391 -5.632
H -3.037 3.403 -6.556
H -2.657 1.148 -5.541
H 5.113 2.901 2.064
H 7.063 -0.329 -0.242
H 8.445 -2.231 -1.084
H 7.387 -4.246 -1.984
H 4.893 -4.443 -2.083
H 0.560 -5.535 -1.596
H -1.639 -6.551 -2.200
H -3.419 -5.191 -3.192
H -3.070 -2.760 -3.635
S 1.704 1.346 2.949
As 1.403 -0.596 3.428
S -0.066 -0.281 0.508
S 0.673 -1.798 1.693
S 1.706 -1.684 5.078
F -7.683 5.510 1.100
C -6.591 4.735 1.014
C -6.052 4.490 -0.231
C -4.918 3.691 -0.314
C -4.346 3.139 0.833
C -4.920 3.413 2.077
C -6.052 4.216 2.172
Sb -2.711 1.803 0.548
C -2.201 1.465 2.597
C -1.841 2.551 3.400
C -1.372 2.372 4.696
C -1.245 1.087 5.178
F -0.749 0.901 6.408
C -1.584 -0.019 4.423
C -2.057 0.180 3.127
C -3.963 0.104 0.186
C -4.674 -0.566 1.184
C -5.484 -1.655 0.882
C -5.606 -2.039 -0.438
F -6.375 -3.097 -0.743
C -4.975 -1.365 -1.461
C -4.138 -0.302 -1.137
H -6.518 4.920 -1.109
H -4.486 3.495 -1.292
H -4.497 2.994 2.982
H -6.519 4.433 3.125
H -1.928 3.564 3.017
H -1.100 3.211 5.324
H -1.536 -1.004 4.868
H -2.306 -0.692 2.534
H -4.631 -0.227 2.211
H -6.026 -2.194 1.650
H -5.159 -1.663 -2.487
H -3.631 0.223 -1.942
*
```

Atomic partial charges in e from the Löwdin method, atoms 1 to 4: 1.12 -0.02 -0.02 0.03



Record 2
C6H14O3Pm | wB97M-V/def2-TZVPD

Output
Kohn-Sham gap (alpha / beta), eV: 8.6 / 4.6
Relative energy (zero: lowest compared OMol25 entry of this formula, charge and spin), kcal/mol: 7.47
E_HOMO (alpha / beta), eV: -17.38 / -16.99

```
! wB97M-V def2-TZVPD RIJCOSX def2/J DEFGRID3
* xyz 2 6
H -4.046 0.583 -3.296
C -3.005 0.268 -3.097
H -2.470 0.308 -4.067
O -2.943 -1.004 -2.534
C -2.391 1.318 -2.171
H -2.219 2.278 -2.677
H -3.021 1.477 -1.281
O -1.135 0.771 -1.735
C -0.456 1.436 -0.690
H -1.160 1.689 0.119
O 0.147 -0.849 -0.080
C 0.587 0.450 -0.189
H 1.477 0.404 -0.868
C 2.192 -1.799 2.661
H 1.457 -1.387 1.668
H 2.816 -2.619 2.274
H 1.053 0.797 0.749
H 1.543 -2.341 3.366
Pm -1.404 -1.572 -1.502
H 0.016 2.362 -1.045
C 3.063 -0.826 3.436
H 3.808 -0.344 2.788
H 2.460 -0.059 3.943
H 3.629 -1.341 4.228
*
```

Atomic partial charges in e from the Löwdin method, atoms 1 to 4: 0.16 -0.24 0.15 -0.37



Record 3
C25H45HfN2O21 | wB97M-V/def2-TZVPD

Output
Kohn-Sham gap, eV: 1.3
E_HOMO, eV: -10.78

```
! wB97M-V def2-TZVPD RIJCOSX def2/J DEFGRID3
* xyz 1 1
Hf -0.046 16.648 17.736
N 0.748 22.406 15.092
O 0.579 21.346 15.605
O 0.116 23.437 15.278
O 1.652 22.459 14.246
N 2.162 16.184 11.861
O 2.016 15.233 11.106
O 1.883 16.064 13.075
O 2.676 17.251 11.516
O -5.754 19.083 15.386
C -4.725 18.422 15.872
O -4.397 18.387 17.046
O -3.930 17.759 15.224
H -6.126 19.249 16.255
C -9.599 20.328 21.622
O -10.116 20.902 22.863
C -10.774 22.107 22.571
C -11.995 22.166 21.659
O -11.423 22.424 20.396
C -12.174 21.982 19.359
H -10.268 20.090 20.795
H -9.194 19.380 21.978
H -8.696 20.854 21.311
H -9.934 22.717 22.240
H -11.076 22.576 23.508
H -12.675 22.976 21.924
H -12.726 21.369 21.799
H -13.234 22.234 19.388
H -12.092 20.906 19.204
H -11.621 22.324 18.485
C -9.497 17.867 10.569
O -9.694 16.654 9.876
C -8.932 16.623 8.634
C -7.470 16.098 8.814
O -6.677 16.355 7.726
C -5.564 17.197 7.949
H -9.796 17.726 11.608
H -10.210 18.613 10.219
H -8.491 18.276 10.657
H -8.861 17.625 8.211
H -9.588 16.014 8.013
H -7.501 15.016 8.938
H -7.159 16.479 9.787
H -5.798 18.075 8.551
H -5.230 17.659 7.020
H -4.679 16.685 8.327
O -2.045 11.199 15.360
C -2.281 10.021 14.924
O -2.719 9.057 15.727
C -3.350 7.989 15.109
C -2.954 8.177 13.573
C -2.378 9.578 13.449
H -4.430 8.091 15.211
H -2.974 7.015 15.425
H -3.798 8.067 12.892
H -2.300 7.401 13.176
H -2.935 10.288 12.837
H -1.460 9.504 12.867
O -3.727 28.251 18.896
C -4.164 27.080 18.968
O -3.587 26.144 19.752
C -4.266 24.866 19.555
C -5.187 24.938 18.331
C -5.311 26.427 18.246
H -4.896 24.666 20.422
H -3.613 24.004 19.416
H -6.086 24.339 18.476
H -4.603 24.524 17.508
H -6.232 26.739 18.739
H -5.431 26.759 17.214
O -1.539 24.198 9.301
C -2.465 24.504 10.041
O -3.269 23.527 10.474
C -4.428 24.047 11.140
C -4.371 25.480 10.858
C -3.010 25.802 10.569
H -4.353 23.753 12.187
H -5.325 23.608 10.704
H -4.594 26.078 11.742
H -5.064 25.760 10.064
H -2.521 25.900 11.538
H -2.835 26.665 9.926
O -3.377 13.299 21.480
C -4.215 12.687 22.166
O -5.507 12.653 21.795
C -6.315 12.084 22.800
C -5.384 11.430 23.779
C -4.015 11.871 23.414
H -6.909 11.290 22.346
H -6.851 12.908 23.270
H -5.641 10.377 23.670
H -5.739 11.652 24.785
H -3.408 11.042 23.050
H -3.604 12.449 24.241
*
```

Atomic partial charges in e from the Löwdin method, atoms 1 to 4: 1.18 -0.61 0.16 0.19



Record 4
C14H23ClNO4P | wB97M-V/def2-TZVPD

Output
Kohn-Sham gap, eV: 10.2
Relative energy (zero: lowest compared OMol25 entry of this formula, charge and spin), kcal/mol: 33.91
E_HOMO, eV: -9.49

```
! wB97M-V def2-TZVPD RIJCOSX def2/J DEFGRID3
* xyz 0 1
O -2.673 0.142 0.635
Cl 3.267 -1.950 3.462
O -0.114 2.354 1.294
O 0.743 2.058 -0.801
O -2.730 1.565 -0.852
C 0.755 -2.140 2.420
C 2.416 -1.745 0.938
C -0.214 -2.184 1.347
C 1.481 -1.838 -0.164
C 2.052 -1.939 2.222
C 0.113 -1.969 0.061
N -1.331 -2.950 -3.235
C -2.374 3.199 2.078
C 3.111 1.358 -0.712
C -1.103 3.439 1.241
C 2.065 2.348 -0.396
C -0.414 -2.982 -2.054
C -0.952 -2.025 -1.046
C -0.038 1.380 0.219
C -1.275 -0.659 -1.601
P -1.714 0.554 -0.368
H -3.237 1.485 -0.005
H 0.430 -2.171 3.408
H 3.437 -1.637 0.682
H -1.157 -2.354 1.740
H 1.776 -1.610 -1.181
H -0.931 -3.573 -3.994
H -2.318 -3.188 -3.056
H -2.467 2.211 2.427
H -3.282 3.434 1.570
H -2.331 3.851 2.959
H 3.103 0.359 -0.223
H 3.997 1.910 -0.424
H 3.234 1.256 -1.779
H -1.348 3.542 0.155
H -0.720 4.353 1.603
H 2.427 3.292 -0.897
H 2.161 2.518 0.665
H -0.286 -4.024 -1.737
H 0.531 -2.569 -2.394
H -1.875 -2.559 -0.582
H 0.498 0.548 0.766
H -2.193 -0.818 -2.158
H -0.520 -0.271 -2.234
*
```

Atomic partial charges in e from the natural (NBO) method, atoms 1 to 4: -1.14 0.01 -0.56 -0.55



Record 5
C3H6IO2P | wB97M-V/def2-TZVPD

Output
Kohn-Sham gap (alpha / beta), eV: 6.7 / 6.1
Relative energy (zero: lowest compared OMol25 entry of this formula, charge and spin), kcal/mol: 31.01
E_HOMO (alpha / beta), eV: -6.14 / -8.98

```
! wB97M-V def2-TZVPD RIJCOSX def2/J DEFGRID3
* xyz 0 3
C 0.896 0.456 -2.375
C 0.565 1.865 0.533
C -0.718 -1.335 -0.799
O 2.022 0.575 -2.009
O -0.525 1.748 -0.351
P -0.776 0.898 -1.618
I 0.307 -0.533 -4.296
H 0.932 2.842 0.510
H 1.309 1.136 0.232
H 0.241 1.561 1.543
H -1.545 -1.194 -0.091
H 0.304 -1.592 -0.296
H -0.768 -1.843 -1.746
*
```

Atomic partial charges in e from the natural (NBO) method, atoms 1 to 4: 0.05 -0.25 -0.62 -0.56